DFT (ωB97M-V/def2-TZVPD) results for a 11-piece molecular cluster, C5H32N10O11 overall at a distorted geometry.

## Properties
* total charge: 0
* structure (SMILES): NC(N)=O.NC(N)=O.NC(N)=O.NC(N)=O.NC(N)=O.O.O.O.O.O.O
* Kohn-Sham gap: 9.688 eV
* calculated total energy: -1584.9613 a.u.
* energy above the lowest of the compared OMol25 structures with the same formula, charge and spin: 3.753 eV

Each atom is followed by the atoms it is bonded to, with distances in Å.
Element x y z (Å)
1 N -4.46314 5.16099 -2.57269  C2 1.294, H5 1.010, H6 1.010
2 C -3.37427 4.77299 -1.99218  N1 1.294, N3 1.306, O4 1.248
3 N -3.05164 3.60652 -2.48422  C2 1.306, H7 1.010, H8 1.010
4 O -2.71943 5.47402 -1.19355  C2 1.248
5 H -4.80233 4.66900 -3.38693  N1 1.010
6 H -4.87455 6.01676 -2.22843  N1 1.010
7 H -2.19718 3.18447 -2.14974  N3 1.010
8 H -3.51360 3.12173 -3.24031  N3 1.010
9 N -2.95874 -3.17495 4.97125  C10 1.288, H13 1.010, H14 1.010
10 C -2.57087 -2.17907 4.25169  N9 1.288, N11 1.335, O12 1.195
11 N -3.63375 -1.39010 4.07744  C10 1.335, H15 1.010, H16 1.010
12 O -1.45815 -1.97498 3.86727  C10 1.195
13 H -3.96310 -3.27854 4.99637  N9 1.010
14 H -2.22043 -3.81046 5.23795  N9 1.010
15 H -3.52771 -0.49473 3.62230  N11 1.010
16 H -4.59460 -1.69382 4.14548  N11 1.010
17 N 6.32126 -3.49678 -2.24302  C18 1.276, H21 1.010, H22 1.010
18 C 5.49053 -3.33264 -3.19717  N17 1.276, N19 1.290, O20 1.228
19 N 6.03538 -3.42155 -4.36271  C18 1.290, H23 1.010, H24 1.010
20 O 4.27625 -3.27310 -3.02318  C18 1.228
21 H 7.29957 -3.48917 -2.49393  N17 1.010
22 H 5.98859 -3.38266 -1.29623  N17 1.010
23 H 5.49716 -3.37986 -5.21634  N19 1.010
24 H 7.03659 -3.52438 -4.27839  N19 1.010
25 N 1.04223 1.83726 1.14614  C26 1.261, H29 1.010, H30 1.010
26 C 1.25393 1.10632 0.14018  N25 1.261, N27 1.283, O28 1.198
27 N 0.39899 0.15043 0.11657  C26 1.283, H31 1.010, H32 1.010
28 O 1.99982 1.34104 -0.76803  C26 1.198
29 H 0.50810 1.41010 1.88933  N25 1.010
30 H 1.63450 2.63175 1.34131  N25 1.010
31 H -0.13678 0.02727 0.96385  N27 1.010
32 H 0.50114 -0.58274 -0.57055  N27 1.010
33 N -3.58613 -3.92605 -0.69447  C34 1.327, H37 1.010, H38 1.010
34 C -4.05070 -5.10340 -0.29436  N33 1.327, N35 1.281, O36 1.180
35 N -3.93030 -5.23193 0.97446  C34 1.281, H39 1.010, H40 1.010
36 O -4.46407 -5.93675 -1.02046  C34 1.180
37 H -3.45482 -3.75744 -1.68160  N33 1.010
38 H -3.22608 -3.27564 -0.01078  N33 1.010
39 H -4.31243 -6.06469 1.39941  N35 1.010
40 H -3.26932 -4.64192 1.45932  N35 1.010
41 O -2.21113 4.16213 3.97084  H42 0.957, H43 0.957
42 H -2.25511 5.04679 3.60798  O41 0.957
43 H -1.36086 4.12439 4.40885  O41 0.957
44 O 5.33185 2.94974 -3.48689  H45 0.957, H46 0.957
45 H 4.81353 2.85139 -2.68820  O44 0.957
46 H 6.04991 3.53123 -3.23691  O44 0.957
47 O 1.66777 0.03769 -4.84747  H48 0.957, H49 0.957
48 H 1.86138 -0.63657 -4.19622  O47 0.957
49 H 1.53490 0.83518 -4.33504  O47 0.957
50 O 1.83053 3.39860 5.83217  H51 0.957, H52 0.957
51 H 2.57137 2.81889 6.00914  O50 0.957
52 H 2.22457 4.18006 5.44448  O50 0.957
53 O 1.88184 6.87462 3.16425  H54 0.957, H55 0.957
54 H 0.98952 7.21004 3.07776  O53 0.957
55 H 2.35325 7.56432 3.63148  O53 0.957
56 O 0.57151 -5.57498 -3.66604  H57 0.957, H58 0.957
57 H -0.14741 -5.00038 -3.40292  O56 0.957
58 H 1.36264 -5.06630 -3.48835  O56 0.957

***

DFT (ωB97M-V/def2-TZVPD) results for a 11-piece molecular cluster, C5H32N2O11 overall at a distorted geometry.

## Properties
* total charge: 0
* structure (SMILES): C[C@@H](N)CCC(N)=O.O.O.O.O.O.O.O.O.O.O
* Kohn-Sham gap: 9.473 eV
* calculated total energy: -1146.8504 a.u.
* energy above the lowest of the compared OMol25 structures with the same formula, charge and spin: 2.587 eV

Each atom is followed by the atoms it is bonded to, with distances in Å.
Element x y z (Å)
1 C 1.36488 2.31962 -1.00351  C2 1.581, H9 1.152, H10 1.113, H11 1.099
2 C 0.74422 0.96339 -1.52776  C1 1.581, N3 1.463, C4 1.514, H12 1.104
3 N 1.51496 0.41122 -2.64155  C2 1.463, H13 0.991, H14 1.027
4 C 0.55548 0.09605 -0.30167  C2 1.514, C5 1.551, H15 1.079, H16 1.094
5 C -0.86339 0.17786 0.32039  C4 1.551, C6 1.483, H17 1.090, H18 1.097
6 C -1.88710 -0.81954 -0.07627  C5 1.483, N7 1.358, O8 1.237
7 N -1.73076 -2.15062 0.14323  C6 1.358, H19 0.985, H20 1.011
8 O -2.98968 -0.48146 -0.52353  C6 1.237
9 H 0.62797 3.19028 -0.83981  C1 1.152
10 H 1.75596 2.26149 0.03728  C1 1.113
11 H 2.14078 2.66982 -1.69841  C1 1.099
12 H -0.22407 1.39048 -1.84368  C2 1.104
13 H 1.99752 1.13489 -3.11732  N3 0.991
14 H 2.15135 -0.30566 -2.27408  N3 1.027
15 H 1.24491 0.36137 0.48424  C4 1.079
16 H 0.86967 -0.93941 -0.46168  C4 1.094
17 H -1.06606 1.22010 0.07300  C5 1.090
18 H -0.81662 0.11371 1.41439  C5 1.097
19 H -0.94868 -2.46068 0.65570  N7 0.985
20 H -2.35223 -2.92985 -0.02541  N7 1.011
21 O 0.90787 -2.94574 0.27072  H22 0.961, H23 0.975
22 H 0.89206 -3.61400 -0.41956  O21 0.961
23 H 1.69623 -2.45791 -0.03251  O21 0.975
24 O -0.27435 -2.24826 -2.40816  H25 0.962, H26 0.967
25 H -1.19711 -2.09295 -2.63324  O24 0.962
26 H 0.21062 -1.67024 -3.01357  O24 0.967
27 O 3.42774 -1.41511 1.82748  H28 0.996, H29 0.951
28 H 2.70291 -1.94283 2.26228  O27 0.996
29 H 4.16111 -1.11191 2.35229  O27 0.951
30 O -1.71492 -0.11018 -4.08758  H31 0.968, H32 0.957
31 H -0.82123 0.16523 -3.83858  O30 0.968
32 H -2.32654 0.06169 -3.37206  O30 0.957
33 O 3.19897 -1.16127 -0.81311  H34 0.985, H35 0.955
34 H 3.14885 -1.13731 0.17071  O33 0.985
35 H 4.09514 -1.21352 -1.13887  O33 0.955
36 O 0.13760 2.78416 2.52111  H37 0.960, H38 0.979
37 H 0.39300 1.97741 2.06749  O36 0.960
38 H -0.54540 3.21807 1.97049  O36 0.979
39 O -1.87279 3.58524 0.80760  H40 0.964, H41 0.964
40 H -2.78885 3.47082 1.08569  O39 0.964
41 H -1.96724 3.63890 -0.15075  O39 0.964
42 O 1.47906 -2.51782 3.10705  H43 0.961, H44 0.954
43 H 0.88808 -2.54034 2.34956  O42 0.961
44 H 1.12794 -2.24166 3.95046  O42 0.954
45 O -2.90848 2.12844 -1.23465  H46 0.977, H47 0.993
46 H -3.81643 2.48672 -1.20608  O45 0.977
47 H -3.11708 1.16768 -1.09464  O45 0.993
48 O -0.19647 1.35346 4.59125  H49 0.957, H50 0.985
49 H 0.68789 1.68482 4.74802  O48 0.957
50 H -0.57693 2.06405 4.02448  O48 0.985

***

DFT (ωB97M-V/def2-TZVPD) results for a 10-piece molecular cluster, C5H32N2O9S overall at a distorted geometry.

## Properties
* total charge: 0
* structure (SMILES): NCCNCCCS.O.O.O.O.O.O.O.O.O
* Kohn-Sham gap: 8.670 eV
* calculated total energy: -1394.5058 a.u.
* energy above the lowest of the compared OMol25 structures with the same formula, charge and spin: 3.219 eV

Each atom is followed by the atoms it is bonded to, with distances in Å.
Element x y z (Å)
1 N -0.44190 0.54265 2.55169  C2 1.507, H9 1.017, H10 1.009
2 C -0.14469 -0.90818 2.27124  N1 1.507, C3 1.501, H11 1.094, H12 1.106
3 C -0.97349 -1.34718 1.09922  C2 1.501, N4 1.459, H13 1.081, H14 1.112
4 N -0.19573 -1.37300 -0.13466  C3 1.459, C5 1.485, H15 1.018
5 C 0.46861 -2.65007 -0.49877  N4 1.485, C6 1.540, H16 1.085, H17 1.094
6 C 1.94054 -2.30883 -0.79670  C5 1.540, C7 1.496, H18 1.103, H19 1.124
7 C 2.31985 -1.34792 -1.87826  C6 1.496, S8 1.838, H20 1.095, H21 1.095
8 S 1.90454 -1.92194 -3.57467  C7 1.838, H22 1.322
9 H -0.04431 1.07860 1.78448  N1 1.017
10 H -0.13829 0.89632 3.44678  N1 1.009
11 H 0.93594 -1.07537 2.24350  C2 1.094
12 H -0.62115 -1.27038 3.20101  C2 1.106
13 H -1.81687 -0.67175 1.07156  C3 1.081
14 H -1.36010 -2.36420 1.32690  C3 1.112
15 H -0.63109 -1.09221 -1.01047  N4 1.018
16 H -0.10781 -2.98382 -1.35584  C5 1.085
17 H 0.38251 -3.32303 0.35903  C5 1.094
18 H 2.58388 -3.19910 -0.69732  C6 1.103
19 H 2.23448 -1.84402 0.18378  C6 1.124
20 H 1.96306 -0.31275 -1.87859  C7 1.095
21 H 3.40481 -1.34848 -2.02837  C7 1.095
22 H 0.59257 -1.75874 -3.56239  S8 1.322
23 O -3.85224 0.35982 1.81348  H24 0.960, H25 0.959
24 H -3.81090 0.10392 2.73732  O23 0.960
25 H -4.08343 1.28156 1.68477  O23 0.959
26 O -0.43738 1.42496 -2.10818  H27 0.975, H28 0.961
27 H -0.85534 0.54587 -2.05650  O26 0.975
28 H -0.57014 1.70635 -3.01747  O26 0.961
29 O -2.13639 1.74053 0.11969  H30 0.966, H31 0.959
30 H -1.97081 1.76108 1.07102  O29 0.966
31 H -2.12319 2.58434 -0.33501  O29 0.959
32 O 3.18869 0.20164 2.45137  H33 0.961, H34 0.964
33 H 3.44659 1.05748 2.80563  O32 0.961
34 H 2.53076 0.33438 1.75937  O32 0.964
35 O -3.86468 -0.57947 -1.19449  H36 0.971, H37 0.974
36 H -3.77676 0.28336 -1.63011  O35 0.971
37 H -3.44379 -0.36458 -0.34275  O35 0.974
38 O 0.83195 3.08274 -0.26700  H39 0.977, H40 0.987
39 H 1.50397 2.40715 -0.48074  O38 0.977
40 H 0.18479 2.60908 -0.84281  O38 0.987
41 O 3.66427 1.78137 -1.13054  H42 0.947, H43 0.949
42 H 4.44287 1.70956 -0.59618  O41 0.947
43 H 3.52871 1.09876 -1.77587  O41 0.949
44 O -1.83177 -1.30602 -2.70608  H45 0.999, H46 0.964
45 H -2.73457 -1.13448 -2.31385  O44 0.999
46 H -1.89418 -2.26740 -2.74241  O44 0.964
47 O 0.37136 3.40990 2.65496  H48 0.964, H49 0.961
48 H 1.33217 3.38696 2.58608  O47 0.964
49 H 0.10410 3.36456 1.73318  O47 0.961

***

DFT (ωB97M-V/def2-TZVPD) results for a 11-piece molecular cluster, C5H32NO11 overall at a distorted geometry.

## Properties
* total charge: +1
* Kohn-Sham gap: 10.626 eV
* calculated total energy: -1091.8579 a.u.
* energy above the lowest of the compared OMol25 structures with the same formula, charge and spin: 2.382 eV

Each atom is followed by the atoms it is bonded to, with distances in Å.
Element x y z (Å)
1 O 0.85684 1.32309 1.22775  C2 1.209
2 C 0.74147 1.09126 0.04720  O1 1.209, C3 1.528, H8 1.152
3 C -0.35435 0.09847 -0.33692  C2 1.528, C4 1.589, N7 1.466, H9 1.110
4 C -1.23531 0.84605 -1.42829  C3 1.589, C5 1.491, H10 1.119, H11 1.111
5 C -0.51376 0.87352 -2.73247  C4 1.491, C6 1.570, H12 1.078, H13 1.091
6 C -0.76784 -0.48995 -3.46845  C5 1.570, H14 1.095, H15 1.093, H16 1.102
7 N -1.10815 -0.39361 0.81976  C3 1.466, H17 1.077, H18 1.028, H19 1.051
8 H 1.60800 1.32506 -0.67503  C2 1.152
9 H 0.22244 -0.76384 -0.73070  C3 1.110
10 H -1.50150 1.85113 -1.01474  C4 1.119
11 H -2.24764 0.40881 -1.56368  C4 1.111
12 H -0.82595 1.57448 -3.49024  C5 1.078
13 H 0.54960 1.00440 -2.52779  C5 1.091
14 H -1.62201 -0.33535 -4.13640  C6 1.095
15 H -0.93691 -1.39617 -2.88055  C6 1.093
16 H 0.05969 -0.64280 -4.18020  C6 1.102
17 H -0.74439 -1.32404 1.22099  N7 1.077
18 H -0.93247 0.26427 1.59001  N7 1.028
19 H -2.07881 -0.52947 0.44056  N7 1.051
20 H 4.24605 0.18151 -1.18679  O22 0.955
21 H 3.64237 1.09468 0.00114  O22 0.962
22 O 3.49335 0.39049 -0.63694  H20 0.955, H21 0.962
23 H 1.59632 -2.45874 1.75318  O25 1.000
24 H 0.38402 -2.80974 2.50432  O25 0.966
25 O 0.77218 -2.01783 2.10907  H23 1.000, H24 0.966
26 H 0.17200 -5.51709 -2.65359  O28 0.970
27 H 1.47484 -4.84121 -2.94369  O28 0.969
28 O 0.61245 -4.66023 -2.53946  H26 0.970, H27 0.969
29 H -4.07387 -0.76694 1.31323  O31 0.975
30 H -4.23662 -0.45028 -0.06556  O31 0.973
31 O -3.77529 -1.12880 0.45815  H29 0.975, H30 0.973
32 H 1.32553 4.41278 2.49383  O34 0.965
33 H 1.36383 2.96479 2.83816  O34 0.964
34 O 0.89212 3.58117 2.26568  H32 0.965, H33 0.964
35 H 3.38154 -2.43871 0.82140  O37 0.969
36 H 3.35848 -3.89376 0.78500  O37 0.961
37 O 3.08422 -3.18122 1.36812  H35 0.969, H36 0.961
38 H 0.04378 4.46590 0.19101  O40 0.960
39 H -0.16159 4.29608 -1.28772  O40 0.965
40 O -0.18122 3.79850 -0.46132  H38 0.960, H39 0.965
41 H -0.58934 2.65089 2.26242  O43 0.986
42 H -1.80220 2.50785 3.30531  O43 0.960
43 O -1.54643 2.44410 2.38219  H41 0.986, H42 0.960
44 H 1.87019 -4.20396 -1.18400  O46 0.985
45 H 2.14736 -2.91032 -1.81294  O46 0.971
46 O 2.52358 -3.46994 -1.11468  H44 0.985, H45 0.971
47 H -3.01903 1.62048 1.45749  O49 0.971
48 H -4.52392 2.13309 1.44316  O49 0.957
49 O -3.90351 1.50590 1.07333  H47 0.971, H48 0.957

***

> Kohn-Sham gap of number 2 (C5H32N2O11)?

9.473 eV

***

> calculated total energy of number 3 (C5H32N2O9S)?

-1394.5058 a.u.

***

> Kohn-Sham gap of number 1 (C5H32N10O11)?

9.688 eV

***

> Among the records above, which one has the lowest energy above the lowest of the compared OMol25 structures with the same formula, charge and spin?

C5H32NO11